1.
The following is a DFT calculation (ωB97M-V with the def2-TZVPD basis set) of a single C3H6ClOPS molecule at a distorted geometry.

Results
- energy above the lowest of the compared OMol25 structures with the same formula, charge and spin (kJ/mol) = 123.5
- E_tot (Ha) = -1392.86609
- LUMO (eV) = 0.697
- net charge = 0
- molecular weight (g mol⁻¹) = 156.6
- multiplicity = 1
- highest occupied orbital energy (eV) = -8.58
- Kohn-Sham gap (eV) = 9.273
- structure (SMILES) = C=CCSP(O)Cl

CARTESIAN COORDINATES (ANGSTROEM)
H  0.4243  1.0485  -2.7056
Cl  -3.1786  -1.2810  0.8989
H  1.5148  0.0348  1.1646
C  0.4785  1.3926  -1.6806
C  0.9375  0.4748  -0.8280
C  1.0434  0.8391  0.6514
H  0.2806  2.3981  -1.2463
P  -1.3175  -1.2771  0.2492
H  0.9602  -0.5244  -1.0126
O  -0.6899  -2.4142  1.2921
S  -0.8514  0.7127  1.0512
H  -1.0361  -3.2542  1.2113
H  1.4341  1.8504  0.9546



2.
The following is a DFT calculation (ωB97M-V with the def2-TZVPD basis set) of a molecular structure, C16H13N2O6Sn at a distorted geometry.

Results
- energy above the lowest of the compared OMol25 structures with the same formula, charge and spin (kJ/mol) = 150.4
- E_tot (Ha) = -1391.46559
- LUMO (spin up / spin down) (eV) = -13.425 / -13.325
- net charge = +3
- molecular weight (g mol⁻¹) = 448.0
- multiplicity = 1
- highest occupied orbital energy (spin up / spin down) (eV) = -18.77 / -18.29
- Kohn-Sham gap (spin up / spin down) (eV) = 5.349 / 4.965

CARTESIAN COORDINATES (ANGSTROEM)
C  -0.3200  2.1908  4.9934
O  -0.4980  0.1757  2.5441
C  -0.2798  3.5696  5.2094
C  -1.7466  -1.8504  -3.0373
C  0.7340  -1.8295  3.3594
C  0.9234  4.2683  5.0249
C  2.0821  2.2179  4.4794
O  -2.1424  -2.4851  -3.8950
O  -2.3617  -1.5549  2.0179
H  2.3785  -3.8884  4.2172
C  1.6558  -1.9061  4.3780
H  2.9646  -1.1970  6.5360
C  -1.5286  -1.1773  1.3261
C  0.2460  -0.4867  3.3254
C  2.4493  -0.3122  6.1546
H  -1.2020  4.0949  5.4767
H  3.1752  0.4767  5.9479
H  0.4760  -2.5921  2.6474
H  -1.8498  0.1476  -1.2084
N  0.8308  0.1453  4.4065
H  1.7754  0.0791  6.9214
H  3.0469  4.1390  4.5493
H  0.9416  5.3516  5.1790
H  3.5803  -2.7453  4.8368
C  1.6742  -0.2518  0.6086
Sn  -0.2789  -0.4772  -0.7366
O  2.4177  0.2814  1.3078
O  1.4481  2.3705  -2.6121
O  -1.5307  2.3316  0.9258
H  -1.2371  1.5959  5.0597
H  2.2734  -3.2805  5.8996
C  0.7993  1.5575  -2.1396
C  2.5135  -3.0109  4.8602
C  0.8689  1.5537  4.6261
C  2.1096  3.5947  4.6874
C  -0.6761  1.6827  0.5223
H  2.9715  1.6677  4.1495
N  1.7393  -0.6867  4.9573